1.
Entry from the OMol25 dataset: 3 unconnected molecules or ions with the total composition C21H40BN3O2 at a distorted geometry (ωB97M-V/def2-TZVPD).

highest occupied orbital energy: -8.6 eV
ΔE to the lowest compared entry with this formula, charge and spin: 1.194 eV
HOMO-LUMO gap: 9.10 eV
structure (SMILES): CC(=O)OCCCCCCCCBN=C(C)C.CCCC#N.CCCC#N
E_LUMO: 0.48 eV

ORCA input file:
```
! wB97M-V def2-TZVPD RIJCOSX def2/J DEFGRID3
* xyz 0 1
C -2.41 1.91 3.14
C -1.45 3.01 2.78
O -0.95 3.66 3.58
O -1.20 3.26 1.46
C -0.33 2.24 0.88
C -1.14 1.48 -0.20
C -0.52 0.09 -0.54
C -1.29 -1.12 0.07
C -0.34 -2.21 0.64
C -0.70 -2.76 2.03
C -1.12 -1.72 3.08
C -0.53 -1.95 4.49
B 0.88 -1.22 4.66
N 2.12 -1.67 4.10
C 2.76 -0.91 3.33
C 2.18 -0.22 2.14
C 4.24 -0.69 3.54
H -3.36 2.29 3.50
H -2.57 1.25 2.28
H -1.93 1.31 3.91
H -0.03 1.57 1.68
H 0.50 2.72 0.40
H -1.10 2.09 -1.10
H -2.19 1.42 0.09
H -0.52 -0.04 -1.62
H 0.52 0.11 -0.23
H -2.05 -0.78 0.77
H -1.82 -1.56 -0.76
H 0.69 -1.89 0.58
H -0.40 -3.06 -0.04
H 0.14 -3.36 2.38
H -1.54 -3.43 1.89
H -2.20 -1.83 3.20
H -0.99 -0.69 2.75
H -0.47 -3.02 4.69
H -1.25 -1.55 5.20
H 0.86 -0.21 5.30
H 1.11 -0.34 2.05
H 2.62 -0.67 1.25
H 2.45 0.83 2.19
H 4.73 -0.89 2.58
H 4.65 -1.39 4.25
H 4.45 0.35 3.76
C -2.18 -2.32 -4.42
C -3.45 -1.55 -4.07
C -3.49 -0.15 -4.68
C -2.44 0.71 -4.15
N -1.61 1.39 -3.73
H -1.29 -1.83 -4.02
H -2.22 -3.33 -4.00
H -2.07 -2.42 -5.50
H -3.54 -1.48 -2.98
H -4.32 -2.11 -4.43
H -4.46 0.31 -4.47
H -3.40 -0.21 -5.77
C 2.61 3.11 -3.85
C 3.40 1.82 -3.72
C 2.70 0.77 -2.84
C 2.58 1.21 -1.45
N 2.47 1.56 -0.36
H 2.49 3.61 -2.88
H 3.12 3.80 -4.51
H 1.61 2.92 -4.25
H 4.39 2.04 -3.32
H 3.54 1.39 -4.71
H 3.27 -0.16 -2.87
H 1.71 0.56 -3.24
*
```


2.
Entry from the OMol25 dataset: a molecular structure, C21H40Cl3N4O4SiSn at a distorted geometry (ωB97M-V/def2-TZVPD).

highest occupied orbital energy (alpha / beta): -1.2 / -1.0 eV
ΔE to the lowest compared entry with this formula, charge and spin: 0.338 eV
HOMO-LUMO gap (alpha / beta): 3.71 / 3.39 eV
E_LUMO (alpha / beta): 2.47 / 2.43 eV

ORCA input file:
```
! wB97M-V def2-TZVPD RIJCOSX def2/J DEFGRID3
* xyz -1 1
C -1.12 2.46 -5.25
C -1.00 2.70 -3.79
H -1.06 3.38 -5.82
H -2.08 2.01 -5.50
H -0.30 1.85 -5.62
C -1.77 3.64 -3.14
C -2.55 4.61 -3.89
H -1.93 3.63 -2.05
H -3.49 4.15 -4.23
H -2.01 4.94 -4.80
H -2.80 5.49 -3.27
Sn -0.11 -1.88 0.90
Cl 1.97 -2.15 -0.50
Cl -1.42 -3.65 -0.10
H 0.55 -6.15 3.56
H 2.42 -6.88 1.29
C -0.01 -5.89 2.65
C 1.57 -6.41 0.75
N 0.90 -5.41 1.60
H -0.77 -5.15 2.88
C 1.31 -4.16 1.64
O 0.50 -3.26 2.18
H 1.92 -5.93 -0.18
H 2.30 -3.83 1.29
H -0.50 -6.80 2.32
H 0.84 -7.20 0.48
H -3.69 0.49 -1.39
H -3.56 3.06 -0.21
C -4.18 0.41 -0.40
C -3.63 2.54 0.77
N -3.38 1.11 0.59
H -4.33 -0.63 -0.10
C -2.50 0.44 1.35
O -2.27 -0.82 1.20
H -2.90 2.96 1.46
H -2.00 1.04 2.11
H -5.15 0.91 -0.52
H -4.66 2.71 1.16
O -1.10 1.04 -3.10
C 0.03 1.87 -3.03
C -0.50 2.67 -0.67
C 0.44 2.42 -1.70
H -1.50 2.21 -0.75
C -0.18 3.47 0.42
H 0.84 1.59 -3.73
C 1.78 2.74 -1.44
H -0.96 3.75 1.14
C 1.13 3.98 0.55
C 2.12 3.49 -0.30
H 2.55 2.35 -2.12
H 1.38 4.64 1.37
H 3.18 3.71 -0.11
Si -1.42 -1.00 -3.38
Cl -0.26 -0.30 -0.74
C -3.05 -1.69 -2.73
C -0.20 -2.43 -3.44
C -1.55 -0.39 -5.12
H -3.59 -1.03 -2.05
H -2.92 -2.67 -2.24
H -3.68 -1.83 -3.63
H -2.43 0.29 -5.15
H -1.71 -1.24 -5.81
H -0.59 0.10 -5.38
H 0.85 -2.07 -3.52
H -0.46 -2.93 -4.40
H -0.29 -3.17 -2.63
N 1.82 1.63 2.71
C 1.74 0.43 2.07
N 2.89 -0.12 1.65
O 0.58 -0.13 1.98
H 2.70 2.14 2.80
H 0.97 2.08 3.00
H 2.83 -0.88 0.96
H 3.75 0.41 1.76
*
```


3.
Entry from the OMol25 dataset: a molecular structure, C21H40Cl3N4O4SiTm at a distorted geometry (ωB97M-V/def2-TZVPD).

highest occupied orbital energy (alpha / beta): -3.3 / -3.3 eV
HOMO-LUMO gap (alpha / beta): 3.35 / 3.35 eV
expectation value of S²: 2.002
E_LUMO (alpha / beta): 0.06 / 0.07 eV

ORCA input file:
```
! wB97M-V def2-TZVPD RIJCOSX def2/J DEFGRID3
* xyz 0 3
C -1.76 -2.29 -4.67
C -1.07 -2.85 -3.44
H -1.90 -3.10 -5.40
H -1.23 -1.45 -5.15
H -2.76 -1.94 -4.36
C -0.67 -4.20 -3.37
C -0.33 -5.00 -4.55
H -0.60 -4.65 -2.39
H 0.21 -4.43 -5.32
H -1.25 -5.40 -5.02
H 0.25 -5.87 -4.25
Tm 0.84 1.72 0.03
Cl -1.81 1.44 -0.28
Cl 2.24 3.78 -0.39
H 1.18 5.61 3.53
H -1.05 6.74 2.61
C 1.25 5.13 2.55
C -0.81 6.21 1.68
N -0.08 4.99 1.99
H 1.72 4.15 2.65
C -0.60 3.79 1.71
O 0.05 2.71 1.86
H -1.74 5.94 1.17
H -1.60 3.78 1.26
H 1.86 5.75 1.88
H -0.21 6.86 1.03
H 1.84 -1.26 -3.77
H 2.32 -3.80 -2.12
C 2.83 -1.15 -3.29
C 3.18 -3.15 -1.87
N 2.83 -1.73 -1.95
H 3.09 -0.09 -3.26
C 2.62 -1.02 -0.82
O 2.47 0.23 -0.74
H 3.51 -3.38 -0.85
H 2.59 -1.64 0.09
H 3.55 -1.72 -3.89
H 3.98 -3.38 -2.58
O -0.23 -1.88 -2.85
C -1.37 -2.15 -2.00
C 0.11 -3.21 -0.23
C -1.16 -2.80 -0.69
H 1.01 -2.88 -0.75
C 0.23 -3.98 0.92
H -2.19 -1.40 -2.03
C -2.28 -3.08 0.14
H 1.23 -4.30 1.25
C -0.89 -4.34 1.67
C -2.15 -3.87 1.27
H -3.25 -2.69 -0.16
H -0.79 -4.99 2.54
H -3.04 -4.12 1.86
Si -0.36 2.79 -3.67
Cl 0.49 1.06 -2.43
C 1.18 3.69 -4.25
C -1.27 3.90 -2.47
C -1.44 2.37 -5.11
H 2.08 3.32 -3.76
H 1.09 4.76 -4.02
H 1.30 3.58 -5.34
H -0.87 1.95 -5.95
H -1.90 3.31 -5.46
H -2.25 1.68 -4.85
H -1.97 3.34 -1.86
H -1.83 4.66 -3.04
H -0.58 4.42 -1.80
N 0.31 -1.18 3.27
C -0.20 -0.37 2.32
N -1.48 0.01 2.44
O 0.56 -0.01 1.37
H -0.27 -1.57 4.01
H 1.18 -1.63 3.05
H -1.88 0.56 1.67
H -2.05 -0.27 3.21
*
```